(1)
C19H29N4O2P2Sm | wB97M-V/def2-TZVPD

Structure (XYZ):
```
57
Properties=species:S:1:pos:R:3:forces:R:3
C 0.252 1.096 -4.281 0.0725 -0.2281 -0.1889
C 0.149 1.105 -2.890 -0.0333 -0.3833 0.2226
N 0.373 -0.030 -2.173 -0.1885 0.0466 -1.2549
C 0.696 -1.190 -2.799 0.0341 0.2115 0.1092
C 0.863 -1.233 -4.183 0.0039 0.0301 0.0642
C 0.635 -0.075 -4.933 -0.0430 -0.0575 0.3602
C -0.307 2.389 -2.216 -0.2134 0.4121 0.2206
P 0.136 2.599 -0.434 0.2592 0.3487 -0.0338
Sm 0.419 -0.044 0.250 0.1989 0.5561 2.9132
P 0.067 -2.680 -0.359 -0.5257 -1.0616 0.1796
C 0.956 -2.482 -1.984 0.1637 -0.2103 -0.2170
C -0.563 0.033 2.531 0.9754 -0.3500 -3.1292
C 0.369 0.651 3.344 -0.9596 -0.2134 1.6330
C 0.083 0.709 4.721 0.5928 0.3241 -0.2182
C -1.092 0.148 5.221 0.1757 0.0068 -0.4544
C -1.985 -0.496 4.365 -0.3864 -0.3721 -0.7512
C -1.716 -0.570 2.982 -0.1811 0.2959 2.1660
O -3.097 2.635 -1.848 -0.8072 -0.4681 0.4341
O -3.352 1.319 0.578 0.6467 -0.6537 -0.3146
H 0.007 2.003 -4.835 0.1999 -0.2913 0.1320
H 1.187 -2.169 -4.648 -0.2171 0.4018 0.0869
H 0.753 -0.094 -6.016 -0.0550 0.0199 0.2684
C 1.830 3.300 -0.403 0.0443 0.1216 -0.0029
C -0.887 3.802 0.483 -0.3866 0.2867 -0.3445
H 0.658 -3.339 -2.613 0.4919 0.2965 0.0807
H 2.041 -2.535 -1.750 -0.4748 -0.0822 -0.2581
H -1.445 2.410 -2.189 1.1463 0.0497 -0.3134
H 0.079 3.248 -2.788 -0.3380 -0.2385 -0.0105
C 0.931 -3.878 0.741 0.5811 -0.0626 -0.2081
C -1.458 -3.598 -0.756 -0.1297 0.3195 -0.0712
H 1.310 1.072 2.971 -0.1578 -0.0527 0.0129
H 0.810 1.197 5.375 -0.3372 -0.1673 0.0948
H -1.303 0.197 6.274 -0.0360 0.0279 0.2720
H -2.904 -0.963 4.732 0.3181 0.2015 0.1997
H -2.406 -1.102 2.325 0.1316 0.2051 0.0230
H -2.612 0.637 0.298 -0.6683 0.6698 0.4300
H -3.279 1.337 1.541 -0.0142 0.0833 -0.1501
H -3.218 2.172 -0.972 -0.1642 0.3988 -0.4487
H -3.700 2.186 -2.459 0.1074 0.1535 0.2832
H -1.576 -0.110 -0.028 -0.7291 -0.2372 -0.7055
H 1.885 4.345 -0.752 -0.0043 -0.4116 0.1049
H 2.193 3.230 0.635 -0.0583 0.1501 -0.3533
H 2.476 2.657 -1.016 -0.0801 0.2308 0.1137
H -0.864 4.828 0.081 0.0276 -0.3862 0.0643
H -1.922 3.438 0.520 0.2775 0.0975 -0.0809
H -0.521 3.814 1.520 0.0638 -0.0797 -0.3243
H -1.272 -4.635 -1.092 -0.0672 0.5022 0.1297
H -2.076 -3.584 0.157 0.1772 -0.1265 -0.4198
H -1.977 -3.009 -1.525 -0.0487 -0.3355 0.1783
H 0.895 -4.920 0.380 -0.0118 0.4175 0.1362
H 1.985 -3.582 0.867 -0.2835 -0.1269 -0.0431
H 0.469 -3.807 1.744 0.0588 -0.0236 -0.5594
N 2.729 -0.227 0.452 1.4222 -0.6138 0.2278
C 3.611 -0.946 0.795 -0.2911 -0.0328 0.0030
N 4.580 -1.726 1.014 -0.2272 0.5370 -0.7189
C 4.878 -2.432 2.074 0.5768 -1.2357 1.9375
N 5.227 -3.102 2.973 -0.6291 1.0993 -1.5067
```
Forces are in eV/Å.

Max |F| in Eh/bohr: 0.0641
Total charge: 0
LUMO (alpha / beta) in eV: -0.35 / -0.33
Expectation value of S²: 8.76
2S+1: 6

=====

(2)
C19H30AgBO23 | wB97M-V/def2-TZVPD

Structure (XYZ):
```
74
Properties=species:S:1:pos:R:3:forces:R:3
Ag -6.939 3.405 -10.119 -0.0965 -0.0177 -0.1328
O -10.860 5.903 -8.385 -0.0059 0.3054 0.0035
C -10.913 4.742 -8.660 0.0426 -0.2737 0.0414
O -11.953 4.063 -9.092 -0.0928 -0.2207 0.1330
B -11.606 2.612 -9.204 -0.3742 0.6020 -0.0614
O -10.129 2.594 -9.059 -0.0832 -0.1842 0.2165
C -9.713 3.770 -8.642 -0.0447 0.1121 -0.3349
O -8.581 4.079 -8.389 0.1453 0.0409 0.1183
O -12.049 2.094 -10.494 0.3569 -0.1874 -0.1998
C -12.769 0.990 -10.303 -0.2376 0.3789 0.6167
O -13.106 0.197 -11.120 -0.1027 -0.2061 -0.4958
C -13.106 0.940 -8.789 0.6373 0.1527 0.0134
O -12.293 1.820 -8.185 -0.1389 -0.1187 -0.1865
O -13.908 0.240 -8.264 -0.2011 -0.2172 0.1564
C -1.023 3.502 -9.969 -0.3337 0.5917 -0.7944
O -2.449 3.668 -9.874 0.0214 0.2346 0.3078
C -3.257 3.049 -10.723 0.1961 -0.1973 -0.4529
O -4.447 3.167 -10.696 -0.2623 0.0932 0.1637
O -2.602 2.301 -11.619 0.1830 -0.1166 0.1536
C -3.452 1.549 -12.503 -0.1507 0.2852 0.0745
H -0.756 2.503 -9.645 0.2957 0.0323 0.1203
H -0.599 4.319 -9.393 -0.0112 -0.3325 0.4937
H -0.703 3.699 -10.994 0.0043 -0.3985 0.0022
H -2.786 0.880 -13.036 -0.0414 -0.0791 -0.0295
H -3.963 2.225 -13.186 0.0564 -0.0188 -0.0513
H -4.210 1.022 -11.929 0.0721 -0.1389 -0.0275
C -7.549 6.349 -14.156 0.8319 0.4284 -0.6429
O -8.694 5.826 -13.515 -0.3967 0.1201 0.1757
C -8.454 5.015 -12.483 -0.1173 0.0287 -0.3349
O -7.350 4.666 -12.149 0.0603 -0.0782 0.0215
O -9.557 4.616 -11.877 0.0994 -0.0522 0.5995
C -10.797 5.286 -12.130 -0.3536 0.3934 -0.3217
H -6.955 5.560 -14.617 -0.0273 -0.0658 0.1717
H -6.916 6.935 -13.488 -0.1030 -0.2480 0.2377
H -7.870 7.029 -14.944 -0.3687 -0.1537 0.0791
H -11.482 5.061 -11.319 0.1549 -0.3021 0.0731
H -11.221 4.949 -13.075 0.0473 -0.0084 -0.0089
H -10.661 6.366 -12.157 0.1055 -0.0502 -0.0592
C -4.331 0.391 -7.336 0.3738 -0.2590 -0.9557
O -5.617 0.547 -6.759 -0.1945 0.1574 0.2979
C -6.441 1.416 -7.366 0.3338 -0.4246 0.1124
O -6.187 1.960 -8.411 0.1199 -0.1596 0.1366
O -7.553 1.602 -6.701 -0.7564 0.3100 -0.3373
C -7.856 0.901 -5.487 0.3901 -0.0655 -0.1092
H -3.652 0.043 -6.566 -0.0674 0.1439 0.1744
H -3.993 1.312 -7.812 0.0172 0.1068 0.3297
H -4.353 -0.357 -8.137 -0.1799 -0.0194 0.1739
H -7.024 1.049 -4.804 -0.1971 -0.1609 0.2568
H -8.028 -0.156 -5.681 0.1820 -0.0315 -0.0417
H -8.779 1.330 -5.117 0.0546 0.1986 0.0257
C -10.996 1.525 -13.405 -0.6463 -0.1457 -0.2792
O -9.635 1.798 -13.074 0.2547 0.0821 0.1484
C -9.059 1.265 -12.005 -0.1135 -0.3638 -0.2174
O -7.944 1.577 -11.670 0.2315 0.1861 0.2219
O -9.784 0.312 -11.428 -0.0729 0.1722 -0.0887
C -9.231 -0.264 -10.242 0.0382 0.1674 0.2393
H -11.346 0.548 -13.083 0.2260 -0.0244 0.1003
H -11.063 1.582 -14.490 0.0949 0.0741 0.0132
H -11.650 2.268 -12.955 0.1243 0.0519 0.0396
H -8.236 -0.664 -10.425 -0.0538 -0.1200 -0.1133
H -9.940 -1.034 -9.956 0.0893 -0.1117 0.0162
H -9.161 0.493 -9.460 -0.0264 -0.0129 -0.0576
C -8.013 7.301 -8.768 -0.2908 -0.7161 -0.2843
O -6.851 7.828 -9.422 0.0552 0.4761 0.0974
C -5.982 6.920 -9.813 -0.0594 -0.2248 -0.3525
O -6.131 5.726 -9.744 0.1861 -0.0461 0.2895
O -4.926 7.525 -10.352 -0.0840 0.3037 -0.1165
C -3.907 6.664 -10.865 0.3730 0.3418 0.1390
H -8.509 6.569 -9.404 0.0655 0.0344 -0.0586
H -8.704 8.116 -8.599 0.1990 0.1980 0.2041
H -7.721 6.764 -7.868 -0.1097 0.2136 0.1543
H -3.251 6.381 -10.041 -0.1401 -0.3832 -0.0464
H -3.313 7.273 -11.544 -0.1775 0.0350 -0.0834
H -4.332 5.808 -11.381 -0.0060 -0.1179 0.1324
```
Forces are in eV/Å.

Max |F| in Eh/bohr: 0.0221
Total charge: 0
LUMO in eV: 0.20
Energy relative to the best compared isomer or geometry (same formula, charge and spin) in kJ/mol: 0.0
2S+1: 1

=====

(3)
C19H30BrN5O2RhSeSi | wB97M-V/def2-TZVPD

Structure (XYZ):
```
60
Properties=species:S:1:pos:R:3:forces:R:3
Rh 0.145 -0.692 -0.890 2.2420 -2.5903 -0.4241
Br 0.180 -1.544 2.678 -0.1002 0.1209 0.1877
C -1.228 -2.314 1.680 0.4259 0.0713 0.1903
C -2.280 -2.920 2.333 -0.0801 -0.1991 -0.0530
C -3.245 -3.551 1.554 0.2869 0.2550 -0.1781
C -3.094 -3.539 0.176 0.1876 -0.1334 0.1074
C -1.994 -2.902 -0.375 -0.1706 -0.0182 -0.6208
N -1.068 -2.282 0.365 -0.0346 1.1862 0.1199
C -1.776 -2.894 -1.897 -1.5126 -0.9703 0.9442
O -2.421 -3.668 -2.575 0.2768 0.1915 0.1025
O -0.909 -2.064 -2.298 1.6024 2.2500 0.2166
H -2.329 -2.924 3.410 0.0166 0.0524 0.0308
H -4.082 -4.047 2.021 -0.0862 -0.0129 0.0246
H -3.786 -4.030 -0.489 -0.0228 -0.0102 -0.0818
N 1.049 -0.282 -2.994 -1.1214 0.6599 1.2669
C 2.448 -0.573 -3.290 0.7049 -0.2032 0.1079
C 2.760 -2.061 -3.117 0.0130 0.2348 0.3993
C 2.931 -2.508 -1.665 0.3834 -0.0617 -0.3459
N 1.657 -2.531 -0.946 -0.8629 0.2582 -0.2220
H 0.452 -0.914 -3.533 -0.1762 0.1478 0.2764
H 0.808 0.673 -3.249 0.0163 -0.1017 -0.0077
H 3.078 0.025 -2.621 -0.0500 -0.0541 -0.1737
H 2.690 -0.280 -4.323 -0.1776 0.0124 0.2224
H 3.689 -2.278 -3.641 0.0121 -0.0155 -0.0662
H 1.972 -2.650 -3.590 -0.0177 -0.1106 -0.1287
H 3.608 -1.823 -1.146 -0.0867 -0.1077 -0.0580
H 3.393 -3.505 -1.656 -0.0647 0.1652 0.0312
H 1.803 -2.820 0.021 -0.1558 0.1383 -0.1954
H 1.040 -3.210 -1.392 0.0590 -0.0435 0.1587
C -4.566 2.285 -1.805 0.5749 0.1409 0.4708
Si -3.192 2.975 -0.684 0.0523 0.3857 0.2275
C -2.365 4.463 -1.551 -0.4469 -0.5524 0.4089
C -3.867 3.447 1.042 0.1943 -0.1168 -0.8344
C -1.838 1.719 -0.418 0.3546 -0.2197 0.2225
C -0.925 0.905 -0.307 -0.9187 -0.4088 -1.7071
H -5.355 3.022 -1.928 -0.0841 0.1814 0.0308
H -5.018 1.387 -1.394 -0.0247 -0.1408 0.1060
H -4.183 2.046 -2.793 0.1149 -0.0395 -0.1247
H -3.056 5.296 -1.614 -0.1758 0.1781 -0.0133
H -2.073 4.204 -2.564 0.0643 -0.1167 -0.1675
H -1.482 4.805 -1.021 0.1444 -0.0070 0.1423
H -4.607 4.236 0.953 -0.1451 0.1604 -0.0385
H -3.079 3.807 1.697 0.1799 0.0225 0.0431
H -4.349 2.601 1.524 -0.0284 -0.1921 0.0308
C 1.612 3.068 1.803 -0.5259 0.6072 -0.5894
N 2.269 2.011 2.514 0.5069 -0.9827 0.1156
C 2.602 1.998 3.835 0.1565 -0.1572 0.4029
C 3.224 0.819 4.086 -0.0625 0.4300 0.3900
N 3.275 0.122 2.915 -0.4871 0.8141 -0.3093
C 3.862 -1.172 2.720 0.2849 -0.7426 -0.1559
C 2.676 0.856 1.954 -0.3503 0.1004 0.0139
Se 2.539 0.432 0.162 -0.9631 -0.4774 -1.0851
H 1.585 3.959 2.425 0.0230 -0.0603 0.0476
H 0.596 2.766 1.538 0.0948 0.0416 -0.0176
H 2.164 3.280 0.885 -0.1016 -0.0059 0.1261
H 2.391 2.826 4.479 -0.0560 0.1080 0.1525
H 3.636 0.441 4.997 0.1172 -0.0954 0.1774
H 4.655 -1.331 3.448 -0.0462 0.0823 0.0084
H 4.279 -1.220 1.714 -0.0427 -0.0459 0.1324
H 3.104 -1.948 2.836 0.0895 -0.0026 -0.0378
```
Forces are in eV/Å.

Max |F| in Eh/bohr: 0.0671
Total charge: +1
LUMO (alpha / beta) in eV: -4.41 / -4.42
2S+1: 1